ORCA calculation (ωB97M-V with the def2-TZVPD basis set) on a structure of composition C32H60N2O2P3Pd at a distorted geometry.

Values from the calculation:
- ⟨S²⟩ = 2.016
- E_LUMO (alpha / beta) (Eh) = -0.108 / -0.142
- max |F| (eV Å⁻¹) = 3.05
- net charge = +1
- HOMO (alpha / beta) (eV) = -8.469 / -8.959
- electronic energy (eV) = -72571.55964
- spin multiplicity = 3
- orbital gap (alpha / beta) (eV) = 5.53 / 5.08

Last column: Löwdin charge in e.
Positions of all 100 atoms, in Å:
C 2.353 -1.577 1.861  -0.31
C 2.758 0.278 0.531  -0.26
C 3.713 -1.703 2.142  -0.01
C 4.089 0.345 0.972  -0.01
C 4.579 -0.684 1.769  -0.03
H 4.048 -2.591 2.661  0.12
H 4.724 1.157 0.630  0.12
H 5.631 -0.720 2.043  0.12
N 1.900 -0.535 1.170  0.07
P -0.376 -2.209 2.071  1.04
P 1.371 2.536 -1.037  1.38
C 1.393 -2.678 2.238  -0.24
H 1.577 -3.561 1.607  0.10
H 1.628 -2.989 3.259  0.07
C 2.385 0.827 -0.833  -0.25
H 3.345 1.016 -1.309  0.07
C 1.883 3.128 -2.754  -0.65
C 0.350 3.772 -0.044  -0.67
C -1.191 -3.484 0.964  -0.68
C -0.929 -2.325 3.860  -0.67
C 0.937 2.465 -3.777  -0.07
H -0.077 2.880 -3.710  0.09
H 1.309 2.668 -4.794  0.10
H 0.851 1.379 -3.640  0.05
C 1.852 4.652 -2.932  -0.10
H 0.869 5.109 -2.803  0.06
H 2.572 5.129 -2.256  0.08
H 2.181 4.860 -3.962  0.10
C 3.358 2.795 -3.038  -0.10
H 3.569 3.053 -4.086  0.11
H 4.019 3.384 -2.386  0.10
H 3.626 1.748 -2.924  0.02
C -0.851 4.291 -0.857  -0.07
H -1.565 3.481 -1.063  0.07
H -1.379 5.059 -0.269  0.11
H -0.580 4.751 -1.813  0.06
C -0.203 3.110 1.224  -0.11
H -0.860 2.268 0.971  0.01
H 0.598 2.735 1.869  0.09
H -0.802 3.833 1.799  0.10
C 1.374 4.851 0.339  -0.10
H 1.623 5.509 -0.501  0.06
H 0.975 5.466 1.160  0.10
H 2.297 4.369 0.695  0.08
C -2.461 -2.241 3.965  -0.08
H -2.707 -2.204 5.038  0.10
H -2.871 -1.338 3.504  0.06
H -2.960 -3.123 3.541  0.07
C -0.293 -1.138 4.599  -0.08
H 0.802 -1.149 4.531  0.08
H -0.667 -0.176 4.229  0.07
H -0.565 -1.215 5.661  0.09
C -0.500 -3.626 4.563  -0.09
H -0.808 -3.539 5.614  0.09
H -0.988 -4.513 4.152  0.06
H 0.579 -3.802 4.563  0.07
C -0.366 -3.603 -0.325  -0.11
H 0.619 -4.051 -0.143  0.07
H -0.911 -4.249 -1.029  0.10
H -0.246 -2.619 -0.811  0.04
C -2.592 -2.962 0.596  -0.10
H -2.540 -1.967 0.132  0.05
H -3.039 -3.655 -0.131  0.09
H -3.265 -2.902 1.460  0.07
C -1.301 -4.844 1.651  -0.09
H -0.338 -5.201 2.037  0.09
H -2.039 -4.850 2.462  0.07
H -1.647 -5.571 0.904  0.09
Pd -0.328 -0.389 0.652  0.64
C -1.861 0.315 1.640  -0.32
O -2.525 0.690 2.519  0.05
N 0.318 -0.397 -1.255  -0.02
C 1.525 -0.135 -1.552  -0.47
C 2.181 -1.078 -2.676  -0.54
C 3.353 -0.532 -3.473  -0.07
C 2.681 -2.308 -1.931  -0.04
C 1.066 -1.445 -3.645  -0.06
H 3.059 0.297 -4.128  0.08
H 4.209 -0.263 -2.846  0.09
H 3.711 -1.340 -4.126  0.10
H 1.853 -2.822 -1.429  0.06
H 3.157 -3.016 -2.623  0.09
H 3.412 -2.031 -1.162  0.09
H 1.365 -2.276 -4.291  0.09
H 0.167 -1.717 -3.075  0.07
H 0.815 -0.583 -4.271  0.07
C -5.089 -0.407 -1.274  -0.17
P -4.360 1.022 -0.458  0.58
C -4.465 2.444 -1.557  -0.18
C -5.350 1.396 0.998  -0.17
O -2.912 0.735 -0.068  -0.45
H -5.143 -1.248 -0.570  0.06
H -4.465 -0.695 -2.131  0.07
H -6.101 -0.170 -1.627  0.06
H -5.508 2.633 -1.846  0.06
H -4.069 3.335 -1.049  0.05
H -3.871 2.254 -2.461  0.06
H -5.406 0.513 1.644  0.06
H -4.873 2.209 1.557  0.06
H -6.363 1.698 0.704  0.06

---

ORCA calculation (ωB97M-V with the def2-TZVPD basis set) on a cluster of 4 separate species, C3H10N2O3 in total at a distorted geometry.

Values from the calculation:
- ⟨S²⟩ = 0.750
- E_LUMO (alpha / beta) (Eh) = 0.111 / 0.108
- max |F| (eV Å⁻¹) = 4.11
- net charge = -1
- HOMO (alpha / beta) (eV) = 0.757 / -5.410
- electronic energy (eV) = -12393.60872
- spin multiplicity = 2
- orbital gap (alpha / beta) (eV) = 2.26 / 8.35

Last column: natural (NBO) charge in e.
Positions of all 18 atoms, in Å:
C -1.391 -2.441 1.439  -0.19
C -0.074 -2.656 0.892  -0.10
N 0.164 -2.041 -0.305  -0.51
C -1.065 -1.428 -0.593  -0.02
N -1.938 -1.531 0.500  -0.53
H -1.937 -2.590 2.457  0.22
H 0.742 -3.246 1.390  0.19
H -1.432 -0.819 -1.511  0.18
H -2.882 -1.274 0.432  0.42
H 2.800 0.222 0.260  0.47
H 2.222 -0.429 -1.181  0.49
O 2.390 0.373 -0.664  -1.01
H -2.901 0.970 -2.081  0.26
H -2.667 1.519 -0.638  0.39
O -3.384 1.056 -1.160  -1.25
H 4.485 5.955 -0.441  0.46
H 3.979 5.042 0.564  0.46
O 4.143 5.922 0.442  -0.94

---

ORCA calculation (ωB97M-V with the def2-TZVPD basis set) on the molecule C4H7NO at a distorted geometry.

Values from the calculation:
- E_LUMO (Eh) = 0.036
- max |F| (eV Å⁻¹) = 3.23
- net charge = 0
- HOMO (eV) = -9.489
- electronic energy (eV) = -7798.27404
- spin multiplicity = 1
- SMILES string = NC(=O)C1CC1
- orbital gap (eV) = 10.46

Last column: natural (NBO) charge in e.
Positions of all 13 atoms, in Å:
N 2.335 -0.229 0.120  -0.83
C 1.092 0.193 -0.273  0.66
O 0.945 1.277 -0.805  -0.62
C -0.241 -0.288 0.274  -0.32
C -1.447 -0.412 -0.616  -0.40
C -1.464 0.617 0.461  -0.39
H 2.633 -1.154 0.357  0.39
H 3.096 0.420 -0.014  0.40
H -0.089 -1.011 1.049  0.21
H -1.334 -0.043 -1.631  0.23
H -2.044 -1.312 -0.512  0.21
H -2.085 0.432 1.339  0.21
H -1.404 1.659 0.161  0.24

---

ORCA calculation (ωB97M-V with the def2-TZVPD basis set) on the molecule C27H23N5O4 at a distorted geometry.

Values from the calculation:
- E_LUMO (Eh) = -0.025
- max |F| (eV Å⁻¹) = 1.48
- net charge = 0
- HOMO (eV) = -8.891
- electronic energy (eV) = -44012.32688
- spin multiplicity = 1
- SMILES string = O=C(Nc1ccc2c(=O)cc(-c3nnn[nH]3)oc2c1)c1ccc(OCCCCc2ccccc2)cc1
- orbital gap (eV) = 8.21

Last column: natural (NBO) charge in e.
Positions of all 59 atoms, in Å:
O 3.989 -0.347 2.306  -0.58
C 2.927 0.107 1.938  0.69
N 2.515 1.334 2.416  -0.62
C 1.536 2.201 1.962  0.18
C 1.033 3.164 2.852  -0.21
C 0.065 4.048 2.448  -0.13
C -0.442 4.015 1.145  -0.25
C -1.489 4.957 0.714  0.50
O -1.977 5.797 1.447  -0.55
C -1.877 4.776 -0.682  -0.31
C -1.304 3.829 -1.453  0.30
C -1.672 3.622 -2.836  0.25
N -2.562 4.287 -3.544  -0.26
N -2.561 3.746 -4.749  -0.05
N -1.734 2.793 -4.837  -0.05
N -1.139 2.669 -3.650  -0.34
O -0.341 2.973 -1.035  -0.46
C 0.080 3.069 0.257  0.41
C 1.071 2.179 0.654  -0.32
C 1.997 -0.630 1.051  -0.21
C 2.504 -1.315 -0.052  -0.15
C 1.671 -2.067 -0.847  -0.26
C 0.312 -2.187 -0.540  0.34
O -0.412 -2.972 -1.365  -0.50
C -1.712 -3.378 -0.974  -0.08
C -2.065 -4.655 -1.732  -0.41
C -1.053 -5.783 -1.521  -0.39
C -0.965 -6.300 -0.078  -0.43
C -0.144 -5.430 0.836  -0.03
C -0.701 -4.848 1.968  -0.23
C 0.060 -4.046 2.802  -0.21
C 1.395 -3.817 2.518  -0.22
C 1.965 -4.406 1.403  -0.21
C 1.202 -5.207 0.572  -0.18
C -0.194 -1.506 0.566  -0.26
C 0.644 -0.739 1.351  -0.16
H 3.079 1.673 3.188  0.41
H 1.413 3.198 3.862  0.21
H -0.336 4.790 3.121  0.24
H -2.637 5.413 -1.104  0.26
H -0.433 1.977 -3.455  0.44
H 1.464 1.485 -0.070  0.24
H 3.558 -1.246 -0.273  0.23
H 2.049 -2.598 -1.706  0.23
H -1.736 -3.568 0.103  0.19
H -2.437 -2.587 -1.213  0.18
H -3.058 -4.976 -1.411  0.21
H -2.109 -4.427 -2.799  0.21
H -1.342 -6.612 -2.170  0.21
H -0.072 -5.432 -1.843  0.21
H -1.973 -6.417 0.327  0.20
H -0.503 -7.291 -0.104  0.22
H -1.742 -5.027 2.204  0.21
H -0.393 -3.600 3.676  0.21
H 1.991 -3.189 3.162  0.22
H 3.009 -4.239 1.183  0.22
H 1.660 -5.670 -0.290  0.20
H -1.239 -1.572 0.826  0.22
H 0.240 -0.234 2.217  0.22

---

ORCA calculation (ωB97M-V with the def2-TZVPD basis set) on a cluster of 9 separate species, C33H92N10O9 in total at a distorted geometry.

Values from the calculation:
- E_LUMO (Eh) = 0.002
- max |F| (eV Å⁻¹) = 6.91
- net charge = 0
- HOMO (eV) = -9.216
- electronic energy (eV) = -69029.77682
- spin multiplicity = 1
- SMILES string = COC[C@H](C)N.COC[C@H](C)N.COC[C@H](C)N.COC[C@H](C)N.COC[C@H](C)N.COC[C@H](C)N.COC[C@H](C)N.COC[C@H](C)N.NC(N)=O
- orbital gap (eV) = 9.26

Last column: Löwdin charge in e.
Positions of all 144 atoms, in Å:
C -2.130 6.160 -7.126  -0.05
O -2.721 4.880 -7.604  -0.18
C -2.496 4.646 -8.971  -0.26
C -3.605 5.090 -9.926  -0.43
C -4.935 4.461 -9.558  -0.06
N -3.153 4.898 -11.359  0.04
H -1.284 6.453 -7.747  0.08
H -1.730 5.933 -6.138  0.08
H -2.790 7.025 -7.052  0.08
H -1.542 5.106 -9.226  0.10
H -2.281 3.592 -9.142  0.13
H -3.711 6.165 -9.782  0.13
H -5.555 4.755 -10.405  0.08
H -5.147 4.824 -8.552  0.08
H -4.964 3.380 -9.689  0.08
H -3.523 4.039 -11.740  0.06
H -2.146 4.824 -11.315  0.05
C 0.080 -5.294 1.713  -0.09
O 0.437 -6.684 1.762  -0.19
C 0.244 -7.487 0.611  -0.20
C 0.578 -8.954 0.883  -0.44
C 0.614 -9.899 -0.291  -0.08
N -0.488 -9.472 1.776  0.03
H -0.647 -4.967 0.970  0.08
H 0.969 -4.688 1.535  0.08
H -0.349 -4.962 2.658  0.08
H -0.806 -7.382 0.338  0.12
H 0.724 -7.109 -0.291  0.12
H 1.531 -9.138 1.378  0.13
H 1.233 -9.576 -1.128  0.08
H -0.439 -10.061 -0.523  0.07
H 0.834 -10.899 0.083  0.07
H -0.070 -10.245 2.273  0.07
H -0.632 -8.730 2.446  0.06
C -6.913 -5.007 -1.449  -0.13
O -5.808 -5.808 -1.777  -0.14
C -6.044 -7.181 -1.577  -0.22
C -6.006 -7.797 -0.205  -0.45
C -6.036 -9.345 -0.221  -0.06
N -7.022 -7.467 0.765  0.03
H -6.593 -3.971 -1.339  0.09
H -7.346 -5.136 -0.457  0.06
H -7.793 -5.071 -2.089  0.09
H -6.902 -7.581 -2.118  0.13
H -5.172 -7.610 -2.071  0.13
H -5.023 -7.509 0.169  0.13
H -5.961 -9.745 0.790  0.07
H -5.134 -9.666 -0.743  0.07
H -6.930 -9.791 -0.656  0.08
H -6.837 -7.808 1.698  0.07
H -6.929 -6.466 0.861  0.04
C 4.336 -1.333 6.104  -0.07
O 3.984 -2.675 6.595  -0.22
C 3.501 -2.817 7.959  -0.21
C 3.339 -4.171 8.610  -0.41
C 4.623 -4.951 9.023  -0.05
N 2.812 -4.987 7.513  0.01
H 4.808 -0.689 6.846  0.08
H 3.527 -0.959 5.477  0.09
H 5.228 -1.424 5.486  0.07
H 4.190 -2.274 8.606  0.11
H 2.534 -2.315 7.989  0.12
H 2.630 -4.222 9.436  0.14
H 4.528 -5.418 10.003  0.07
H 5.465 -4.259 9.055  0.07
H 4.897 -5.683 8.263  0.07
H 3.450 -4.719 6.777  0.06
H 1.943 -4.553 7.237  0.07
C 7.593 2.389 -3.071  -0.12
O 7.726 2.008 -1.785  -0.20
C 8.898 1.719 -1.182  -0.23
C 8.575 1.660 0.357  -0.38
C 7.882 2.904 0.901  -0.07
N 9.856 1.612 1.138  0.01
H 7.568 1.488 -3.685  0.09
H 8.440 3.045 -3.273  0.10
H 6.624 2.838 -3.287  0.09
H 9.268 0.786 -1.606  0.12
H 9.705 2.436 -1.333  0.12
H 8.029 0.730 0.513  0.12
H 8.081 3.768 0.267  0.08
H 8.043 3.248 1.923  0.07
H 6.815 2.755 0.738  0.07
H 10.203 0.685 0.936  0.06
H 9.814 1.923 2.098  0.06
C -2.206 1.740 -1.991  -0.10
O -2.105 2.176 -0.642  -0.19
C -0.943 2.257 0.129  -0.19
C -0.096 3.601 0.039  -0.44
C 0.713 3.778 -1.257  -0.06
N 0.971 3.440 0.979  0.00
H -1.363 1.222 -2.448  0.09
H -2.321 2.672 -2.544  0.07
H -3.145 1.246 -2.241  0.08
H -1.257 2.299 1.172  0.11
H -0.401 1.312 0.114  0.12
H -0.693 4.478 0.286  0.14
H 1.352 2.902 -1.366  0.09
H 1.210 4.739 -1.131  0.08
H -0.097 3.832 -1.985  0.07
H 1.481 4.263 0.693  0.06
H 0.655 3.611 1.923  0.07
C -6.868 -0.768 3.100  -0.09
O -7.591 0.518 2.878  -0.18
C -8.836 0.246 2.098  -0.17
C -10.177 0.051 2.801  -0.47
C -11.325 -0.532 1.897  -0.07
N -10.726 1.181 3.424  0.03
H -7.407 -1.708 2.978  0.08
H -6.526 -0.801 4.134  0.07
H -5.955 -0.752 2.505  0.08
H -8.917 1.204 1.584  0.12
H -8.707 -0.352 1.195  0.12
H -10.181 -0.827 3.446  0.12
H -12.255 -0.911 2.322  0.07
H -10.884 -1.287 1.246  0.07
H -11.651 0.289 1.260  0.07
H -10.232 1.384 4.281  0.08
H -11.648 1.037 3.811  0.08
C 5.037 8.166 2.882  -0.07
O 4.581 7.992 1.497  -0.18
C 5.228 8.691 0.519  -0.23
C 4.574 10.115 0.136  -0.40
C 5.019 10.643 -1.220  -0.08
N 5.057 11.120 1.087  0.02
H 6.101 8.394 2.946  0.08
H 4.884 7.349 3.588  0.08
H 4.458 8.935 3.394  0.08
H 6.258 8.959 0.754  0.11
H 5.292 7.886 -0.214  0.12
H 3.485 10.148 0.121  0.13
H 4.315 11.468 -1.325  0.08
H 4.793 10.031 -2.093  0.07
H 6.048 11.004 -1.205  0.08
H 6.020 11.413 1.000  0.07
H 5.097 10.574 1.935  0.04
N 4.738 -2.499 -1.908  0.17
C 3.798 -2.527 -2.761  -0.83
N 3.246 -1.373 -2.895  0.16
O 3.419 -3.568 -3.265  0.03
H 4.932 -1.569 -1.564  0.11
H 5.297 -3.264 -1.559  0.13
H 2.304 -1.316 -3.254  0.13
H 3.582 -0.586 -2.358  0.11